This record from the Open Molecules 2025 dataset describes a single C5H9NO molecule at a distorted geometry. The level of theory is ωB97M-V/def2-TZVPD.

Geometry as XYZ:
```
16
Properties=species:S:1:pos:R:3:forces:R:3
C 1.824 -0.675 -0.322 0.01 -0.09 -0.05
C 0.353 -0.552 -0.208 -1.69 2.16 -0.25
C -0.592 -1.425 0.105 -0.05 0.34 0.01
C -1.935 -0.763 0.106 0.00 -0.35 0.05
O -1.682 0.598 -0.194 0.04 0.51 0.13
N -0.295 0.791 -0.523 1.14 -2.71 -0.10
C 0.227 1.934 0.204 -0.06 0.17 0.11
H 2.283 0.301 -0.449 0.12 0.04 -0.01
H 2.083 -1.294 -1.179 0.10 0.01 -0.07
H 2.223 -1.147 0.574 0.11 0.02 -0.02
H -0.471 -2.470 0.314 0.17 -0.21 0.07
H -2.605 -1.183 -0.659 0.04 0.05 0.08
H -2.437 -0.831 1.083 0.00 -0.04 -0.16
H 0.971 1.663 0.956 -0.03 -0.01 0.06
H 0.667 2.634 -0.507 0.04 0.06 0.11
H -0.613 2.419 0.699 0.05 0.06 0.03
```
Forces are in eV/Å.

Computed properties:
**SMILES**: CC1=CCON1C
**Molecular weight**: 99.1 g/mol
**HOMO-LUMO gap**: 0.324 Ha
**Highest occupied orbital energy**: -7.75 eV
**Spin multiplicity**: 1
**Max |F|**: 2.95 eV Å⁻¹

This record from the Open Molecules 2025 dataset describes 2 unconnected molecules or ions with the total composition C4H15N3O at a distorted geometry. The level of theory is ωB97M-V/def2-TZVPD.

Geometry as XYZ:
```
23
Properties=species:S:1:pos:R:3:forces:R:3
C 0.986 1.453 -1.792 0.98 -2.51 0.25
C 0.141 0.844 -0.673 -1.47 0.95 0.66
C 0.687 -0.417 0.088 -0.21 2.57 0.04
N -0.548 -0.979 3.471 0.17 0.33 0.48
C -0.332 -1.158 2.197 -0.30 0.02 0.01
N 0.366 -0.267 1.516 -0.49 -1.40 -0.42
N 0.284 2.409 -2.705 0.60 -0.29 0.31
H 1.328 0.627 -2.418 -0.02 0.12 -0.23
H 1.898 1.826 -1.332 -0.10 0.80 -0.42
H -0.043 1.642 0.049 0.24 0.05 0.31
H -0.892 0.612 -0.967 0.24 -0.11 -0.49
H 0.126 -1.229 -0.353 0.80 -0.75 0.27
H 1.765 -0.332 0.083 0.35 -1.08 -0.73
H -1.213 -1.480 4.044 0.14 -0.44 -0.33
H -0.103 -0.199 3.934 -0.13 0.07 0.18
H -0.753 -2.038 1.677 0.00 0.61 0.18
H 0.901 0.400 2.038 0.12 0.52 0.09
H 0.508 3.371 -2.478 -0.20 0.43 0.02
H -0.703 2.238 -2.630 -0.90 0.27 0.07
H 0.518 2.247 -3.686 0.26 0.06 0.00
H -2.436 -3.202 0.026 0.15 -0.06 0.01
H -0.948 -3.470 -0.296 -0.16 -0.29 -0.05
O -1.536 -2.897 0.207 -0.05 0.11 -0.19
```
Forces are in eV/Å.

Computed properties:
**Molecular weight**: 121.2 g/mol
**HOMO-LUMO gap**: 0.423 Ha
**Highest occupied orbital energy**: -17.79 eV
**Spin multiplicity**: 1
**Total charge**: +2
**Max |F|**: 2.71 eV Å⁻¹

This record from the Open Molecules 2025 dataset describes a single C6H11NO2 molecule at a distorted geometry. The level of theory is ωB97M-V/def2-TZVPD.

Geometry as XYZ:
```
20
Properties=species:S:1:pos:R:3:forces:R:3
C 2.297 0.590 -0.810 0.25 -0.34 0.00
C 1.275 -0.435 -0.398 3.26 -1.40 0.75
O 1.379 -0.980 0.742 0.06 1.03 -2.73
N 0.277 -0.746 -1.286 0.16 0.50 1.59
C -0.828 -0.225 -0.464 -1.65 -0.91 1.94
C -1.438 1.068 -0.968 0.28 0.11 0.19
C -0.309 -0.092 1.267 -2.95 0.72 -2.36
C -0.956 -1.201 2.046 0.64 -0.21 0.31
O -0.040 1.000 1.682 0.32 0.00 0.18
H 2.287 0.801 -1.878 -0.06 -0.01 -0.03
H 2.095 1.518 -0.263 -0.09 -0.17 0.05
H 3.279 0.226 -0.518 0.07 0.15 0.07
H 0.354 -0.332 -2.205 0.11 0.33 0.18
H -1.566 -1.026 -0.385 -0.23 0.22 -0.11
H -1.155 1.284 -1.998 -0.08 -0.11 -0.11
H -2.523 1.031 -0.913 -0.04 0.04 0.00
H -1.097 1.914 -0.368 0.05 0.01 0.10
H -0.598 -1.157 3.074 -0.07 -0.04 0.04
H -0.696 -2.161 1.611 -0.08 -0.08 -0.01
H -2.039 -1.076 2.032 0.05 0.15 -0.05
```
Forces are in eV/Å.

Computed properties:
**SMILES**: CC(=O)N[C@H](C)C(C)=O
**Molecular weight**: 129.2 g/mol
**HOMO-LUMO gap**: 0.354 Ha
**Highest occupied orbital energy**: -8.80 eV
**Spin multiplicity**: 1
**Max |F|**: 3.84 eV Å⁻¹